{"formula": "C4H9N2O", "method": "ωB97M-V with the def2-TZVPD basis set", "species": ["C", "C", "C", "C", "N", "N", "O", "H", "H", "H", "H", "H", "H", "H", "H", "H"], "xyz": [[-0.2677, 0.7136, -0.4223], [1.0783, -0.2731, -0.5539], [2.3693, 0.2032, 0.1836], [-2.6228, 0.3794, 0.1360], [0.5701, -1.3575, 0.1200], [-1.2669, 0.0328, -0.0439], [-0.7792, -1.3985, 0.1266], [-0.2802, 1.6604, -0.7866], [1.1942, -0.4495, -1.6081], [2.1823, 0.6307, 1.2247], [3.1640, 0.7891, -0.2701], [2.7941, -0.7935, 0.3588], [-2.8288, 0.9974, 1.0262], [-3.2206, -0.4210, 0.1887], [-3.0514, 0.9215, -0.7955], [0.9653, -1.6351, 1.1158]], "forces_ev_per_a": [[1.296, -4.066, 0.254], [-0.693, 3.770, 0.596], [-0.435, -0.868, 1.408], [-0.945, 3.867, -1.425], [0.338, -3.213, 3.686], [3.485, 0.470, -0.044], [-1.472, -0.023, -0.410], [-0.339, 2.870, -0.609], [0.169, 0.120, -0.635], [-0.155, -0.488, -1.474], [-0.580, 0.116, -0.655], [0.561, 0.296, 0.182], [0.595, -0.233, -0.330], [-1.844, -3.462, 0.420], [1.148, -0.593, 1.450], [-1.129, 1.436, -2.414]], "lowdin_charge": [0.161, -0.262, -0.014, 0.028, -0.050, -0.025, 0.026, 0.130, 0.148, 0.115, 0.086, 0.085, 0.133, 0.061, 0.162, 0.217], "multiplicity": 1, "homo_ev": -14.2, "smiles": "C[C@@H]1C=[N+](C)ON1", "lumo_energy_ha": -0.1725, "orbital_gap_ev": 9.463, "total_charge": 1, "e_tot_ha": -342.1308}


{"formula": "C26H25BrFN5O4", "method": "ωB97M-V with the def2-TZVPD basis set", "species": ["N", "C", "O", "C", "H", "H", "C", "N", "C", "O", "C", "C", "C", "C", "C", "C", "H", "H", "H", "Br", "H", "H", "C", "C", "C", "C", "N", "C", "H", "C", "N", "C", "C", "C", "C", "C", "C", "H", "H", "F", "H", "H", "C", "H", "H", "C", "H", "H", "H", "H", "H", "C", "C", "H", "H", "N", "O", "O", "H", "H", "H", "H"], "xyz": [[-5.3436, -3.6258, -1.4051], [-4.6658, -3.7280, -0.2462], [-5.0951, -4.2956, 0.7350], [-3.2844, -3.0812, -0.2717], [-2.5609, -3.8096, 0.0972], [-3.0101, -2.7715, -1.2768], [-3.2667, -1.8781, 0.6830], [-4.2497, -0.8644, 0.3300], [-4.6221, -0.4591, -0.9053], [-4.3200, -1.0109, -1.9476], [-5.4777, 0.7697, -0.8993], [-6.4881, 0.9560, 0.0371], [-7.2540, 2.1064, -0.0249], [-7.0300, 3.0756, -0.9887], [-6.0256, 2.8768, -1.9207], [-5.2580, 1.7266, -1.8849], [-4.4772, 1.5593, -2.6107], [-5.8455, 3.6236, -2.6782], [-7.6369, 3.9675, -1.0115], [-8.6473, 2.3609, 1.2526], [-6.7000, 0.2058, 0.7849], [-4.5090, -0.2617, 1.0960], [-1.8705, -1.2978, 0.7470], [-1.5023, -0.1943, 0.0142], [-0.2058, 0.3230, 0.0761], [0.8102, -0.3403, 0.8028], [2.1233, -0.0125, 0.7129], [2.7014, 0.6209, -0.4487], [2.7550, 1.7109, -0.3184], [4.1015, 0.0656, -0.7113], [4.9704, 0.3349, 0.4107], [6.2818, 0.7150, 0.2405], [6.9621, 1.4507, 1.2189], [8.2880, 1.7994, 1.0539], [8.9489, 1.4227, -0.0993], [8.3085, 0.6968, -1.0858], [6.9866, 0.3412, -0.9115], [6.5056, -0.2505, -1.6737], [8.8470, 0.4072, -1.9742], [10.2477, 1.7677, -0.2648], [8.8074, 2.3688, 1.8083], [6.4534, 1.7724, 2.1126], [4.2992, 0.4696, 1.6809], [4.9819, 0.1661, 2.4791], [3.9740, 1.5033, 1.8723], [3.0795, -0.4483, 1.7078], [2.6184, -0.3941, 2.6968], [3.4045, -1.4820, 1.5255], [4.0342, -1.0155, -0.9061], [4.4950, 0.5509, -1.6073], [2.0708, 0.4189, -1.3203], [0.3893, -1.4319, 1.5932], [-0.9048, -1.8855, 1.5710], [-1.1801, -2.7294, 2.1861], [1.1072, -1.9465, 2.2096], [-0.0385, 1.6183, -0.4888], [0.7755, 2.3677, 0.0308], [-0.7659, 1.9453, -1.4106], [-2.2126, 0.3350, -0.6030], [-3.5486, -2.2483, 1.6772], [-6.2904, -3.9684, -1.4400], [-5.0409, -2.9694, -2.1088]], "forces_ev_per_a": [[-0.345, -0.060, -0.430], [0.426, 0.078, -0.264], [-0.079, -0.152, 0.440], [-0.278, -0.009, 0.191], [-0.064, -0.005, 0.010], [0.095, -0.032, 0.106], [0.207, -0.264, -0.207], [-0.063, -0.053, 0.362], [-0.279, 0.166, 0.265], [0.298, 0.070, -0.327], [-0.166, 0.201, -0.174], [0.013, 0.045, -0.017], [-0.187, 0.099, 0.179], [-0.113, -0.047, 0.127], [0.045, -0.064, 0.012], [0.044, -0.124, 0.047], [0.060, -0.031, -0.080], [0.026, 0.072, -0.066], [-0.047, 0.051, 0.009], [0.192, -0.040, -0.188], [-0.025, -0.049, 0.056], [-0.003, 0.043, -0.147], [0.076, 0.098, 0.109], [0.086, 0.014, 0.026], [-0.251, -1.248, 0.545], [-0.304, 0.109, -0.235], [0.148, 0.099, 0.136], [0.341, 0.306, -0.307], [0.069, -0.259, -0.147], [-0.188, -0.191, -0.191], [-0.416, -0.061, 0.131], [0.348, 0.031, -0.017], [-0.188, -0.092, -0.057], [0.306, -0.051, -0.261], [-0.103, -0.017, 0.053], [0.228, 0.195, 0.155], [-0.124, 0.053, 0.063], [-0.061, -0.075, -0.062], [0.075, -0.027, -0.082], [-0.061, -0.016, 0.005], [0.071, 0.062, 0.064], [-0.081, 0.032, 0.091], [-0.020, -0.068, 0.108], [-0.083, 0.047, -0.003], [0.039, -0.043, 0.104], [0.180, -0.016, 0.242], [0.061, -0.037, -0.045], [-0.008, 0.018, 0.107], [0.007, 0.090, -0.134], [-0.053, -0.042, 0.041], [0.055, 0.040, 0.056], [0.079, 0.051, 0.023], [-0.118, 0.187, -0.193], [-0.008, -0.135, 0.105], [0.124, -0.052, 0.030], [0.133, 0.914, -0.230], [-0.208, 0.097, 0.012], [0.023, 0.052, -0.154], [-0.010, 0.022, 0.022], [0.037, 0.045, -0.180], [0.052, -0.004, 0.074], [-0.009, -0.025, 0.093]], "lowdin_charge": [0.181, -0.557, 0.050, -0.052, 0.131, 0.114, -0.239, 0.129, -0.445, 0.056, -0.131, -0.081, -0.666, -0.121, -0.059, -0.010, 0.122, 0.110, 0.102, 0.730, 0.110, 0.149, -0.169, 0.067, -0.081, -0.146, -0.069, -0.131, 0.123, -0.133, -0.102, -0.229, -0.022, -0.012, -0.290, -0.012, -0.023, 0.103, 0.118, 0.043, 0.118, 0.100, -0.145, 0.128, 0.137, -0.132, 0.131, 0.136, 0.132, 0.125, 0.139, 0.004, -0.013, 0.124, 0.104, -0.358, 0.061, 0.073, 0.120, 0.158, 0.116, 0.082], "multiplicity": 1, "homo_ev": -7.8, "smiles": "NC(=O)C[C@H](NC(=O)c1cccc(Br)c1)c1ccc(N2CCN(c3ccc(F)cc3)CC2)c([N+](=O)[O-])c1", "lumo_energy_ha": -0.0160, "orbital_gap_ev": 7.409, "e_tot_ha": -4254.3502}


{"formula": "C22H18InN6SSbSe4", "method": "ωB97M-V with the def2-TZVPD basis set", "species": ["In", "C", "C", "C", "C", "C", "C", "N", "C", "C", "C", "C", "C", "C", "N", "N", "C", "C", "C", "C", "C", "N", "H", "H", "H", "H", "H", "H", "H", "H", "H", "H", "H", "H", "H", "Se", "Sb", "Se", "Se", "Se", "C", "C", "C", "C", "N", "C", "S", "N", "H", "H", "H", "H", "H"], "xyz": [[0.1882, 0.4157, 1.2677], [5.6700, -0.5796, 2.3261], [4.9702, -0.8298, 1.1296], [3.6073, -0.9269, 1.0522], [2.8821, -0.8522, 2.3074], [3.5969, -0.5323, 3.5416], [4.9600, -0.3115, 3.5046], [1.5107, -1.0409, 2.3670], [0.8176, -1.6648, 3.4223], [1.3665, -2.7111, 4.1658], [0.5102, -3.5121, 4.9808], [-0.8019, -3.2207, 5.1366], [-1.4077, -2.1904, 4.4200], [-0.6154, -1.5529, 3.4554], [-1.2312, -0.8483, 2.4242], [-2.5486, -0.8182, 2.3810], [-2.9591, -0.1253, 1.2879], [-4.3566, -0.2659, 0.9295], [-4.7838, 0.2224, -0.3062], [-3.8600, 1.0674, -1.0491], [-2.6351, 1.3831, -0.5005], [-2.1886, 0.7579, 0.6239], [6.7992, -0.5836, 2.2614], [5.5449, -1.0098, 0.2237], [3.0341, -1.1954, 0.1196], [2.9308, -0.4188, 4.3826], [5.4856, 0.1004, 4.3518], [2.4291, -2.8396, 4.1543], [0.9483, -4.4080, 5.4078], [-1.3924, -3.9059, 5.7690], [-2.4360, -1.9235, 4.5523], [-4.9773, -0.8497, 1.5949], [-5.7993, 0.0861, -0.7043], [-4.2116, 1.5012, -1.9744], [-1.9166, 2.0490, -0.9687], [1.1319, -3.0439, -4.9037], [2.1624, -1.2015, -3.5705], [0.4456, -0.5469, -1.8932], [4.3249, -2.0538, -2.7664], [2.8249, 0.5256, -5.2004], [-0.5970, 4.5368, -3.9088], [-1.2635, 3.2948, -4.3525], [-2.0542, 3.2894, -5.4770], [-2.6997, 2.1322, -5.7709], [-2.4619, 0.9767, -5.1432], [-1.6454, 1.1109, -4.0701], [-1.3928, -0.5166, -3.2870], [-1.0425, 2.2163, -3.6079], [0.3331, 4.6749, -4.4936], [-0.3704, 4.5897, -2.8305], [-1.2513, 5.3227, -4.1743], [-2.1232, 4.1981, -6.0393], [-3.4514, 2.0284, -6.5484]], "forces_ev_per_a": [[-0.089, -0.266, -0.107], [0.536, 0.234, -0.648], [1.225, -0.249, -0.056], [-2.422, -0.447, 1.611], [1.860, 0.056, 0.841], [-1.157, -0.175, -2.580], [0.354, -0.336, -0.421], [-1.499, 0.354, -0.204], [0.186, -0.608, -1.621], [-1.311, 0.083, 1.335], [2.785, 0.363, -1.122], [-1.948, -0.385, 0.679], [1.436, -0.510, 0.110], [-0.908, 0.628, -0.219], [0.664, 0.206, 0.682], [0.966, -0.111, -0.344], [-2.137, 1.168, -0.463], [0.557, 0.131, -1.290], [1.477, 0.970, 0.562], [-1.107, -0.406, 0.912], [-0.264, -1.217, 0.444], [0.357, -0.375, -0.399], [-1.476, 0.280, 0.330], [-0.133, 0.084, 0.015], [0.971, 0.394, 0.942], [0.372, 0.217, 0.439], [0.082, -0.275, 0.367], [0.341, -0.409, -0.156], [-0.082, 0.127, 0.261], [0.129, 0.632, -0.233], [-0.335, -0.094, -0.273], [-0.049, -0.081, -0.101], [0.535, -0.101, 0.357], [0.260, 0.046, -0.099], [-0.166, -0.022, -0.097], [-0.171, 0.469, 0.686], [2.243, -1.498, -3.445], [-2.287, 0.967, 0.842], [-0.444, 0.214, 0.842], [-0.570, 0.380, 0.506], [1.108, 0.133, 0.066], [0.924, -0.409, 1.030], [0.092, 0.688, 0.092], [-0.565, -1.608, -0.623], [0.393, 0.928, 1.445], [0.734, -1.356, 0.135], [0.660, 0.672, 0.298], [-0.982, -0.890, -0.469], [-0.272, -0.105, 0.414], [-0.089, -0.335, -0.561], [-0.571, 1.291, -0.147], [-0.388, 0.220, -0.340], [0.180, 0.334, -0.225]], "lowdin_charge": [0.817, -0.118, -0.114, -0.030, -0.308, -0.051, -0.130, -0.086, -0.248, -0.020, -0.122, -0.149, -0.036, -0.234, -0.113, 0.047, -0.366, -0.019, -0.060, -0.093, -0.172, -0.010, 0.104, 0.079, 0.079, 0.098, 0.083, 0.096, 0.090, 0.097, 0.088, 0.092, 0.097, 0.088, 0.093, -0.356, -0.402, 0.021, -0.285, -0.375, -0.034, -0.352, -0.046, -0.149, 0.055, -0.679, 0.455, 0.129, 0.102, 0.091, 0.050, 0.101, 0.104], "multiplicity": 1, "homo_ev": [-1.0, -1.0], "lumo_energy_ha": [0.0849, 0.1102], "orbital_gap_ev": [3.267, 3.963], "total_charge": -2, "e_tot_ha": -11612.0040}